67
Properties=species:S:1:pos:R:3:forces:R:3 method="wB97M-V/def2-TZVPD" total_charge=+1 lumo_energy_ev=-5.3 relative_energy_kj_mol=0.0 homo_lumo_gap_ha=0.2074 max_force_ev_per_a=1.59
Au -0.58688 0.44508 0.70051 0.0 -0.5 -0.1
N 1.25594 -0.66103 3.30383 0.1 0.0 0.1
C 1.81505 -0.67610 2.05972 0.0 0.0 -0.3
N 2.92943 -1.28198 1.76774 0.3 -0.1 -0.1
N 3.11832 -1.06670 0.44215 -0.1 0.2 0.1
N 2.18623 -0.36319 -0.06107 -0.1 -0.3 0.7
N 1.31588 -0.07695 0.95056 -0.3 0.2 0.5
C 0.02816 -0.15591 3.57782 -0.3 0.0 0.1
N -0.55093 -0.14695 4.75456 -0.1 0.1 0.1
N -1.76540 0.40756 4.54207 0.0 0.0 0.0
N -1.93603 0.72005 3.31786 0.1 0.1 0.0
N -0.79285 0.37428 2.66326 0.2 -0.2 -0.2
H 1.75594 -1.11468 4.05373 0.0 0.0 0.0
C 4.96506 0.75740 -1.79576 0.0 -0.1 -0.1
C 4.74449 -0.02583 -3.08994 0.0 0.0 0.2
C 3.60926 -1.04257 -2.99569 -0.1 0.1 0.0
S 1.98609 -0.27906 -2.71640 -0.2 0.3 -1.5
O 0.98362 -1.40657 -2.67350 0.1 0.2 0.3
C 1.77138 0.51088 -4.39603 0.3 -0.4 0.4
C 0.69578 -0.14841 -5.24349 0.1 -0.1 -0.1
C 1.08734 -1.53164 -5.75793 0.0 0.1 0.1
H 5.85286 1.38327 -1.87933 0.0 0.0 0.0
H 5.10604 0.07276 -0.96001 0.0 0.0 0.0
H 4.11054 1.39688 -1.56750 0.0 0.0 0.0
H 5.65646 -0.58079 -3.31831 0.0 0.0 -0.1
H 4.57951 0.66223 -3.92151 0.0 0.0 0.0
H 3.74759 -1.70228 -2.13793 0.0 0.0 0.0
H 3.49822 -1.63342 -3.90601 0.1 -0.1 0.1
H 2.74360 0.45611 -4.88648 -0.1 0.1 -0.1
H 1.54657 1.55731 -4.18049 0.0 0.0 -0.1
H 0.49523 0.50524 -6.09753 0.0 0.1 0.1
H -0.22681 -0.22883 -4.66806 0.0 0.0 0.0
H 2.00570 -1.48177 -6.34652 0.0 0.0 0.0
H 0.29967 -1.93831 -6.39297 0.0 0.0 0.0
H 1.23176 -2.21769 -4.92576 0.0 0.0 0.0
N -0.56421 5.08243 -3.28391 0.0 0.0 0.0
C -0.78014 3.97954 -3.05139 0.0 0.0 0.0
C -1.02722 2.59985 -2.73624 0.1 0.0 -0.1
C -1.97427 1.83970 -3.42281 0.0 0.0 0.1
C -2.11709 0.50412 -3.09703 0.0 0.1 -0.2
C -1.37783 -0.01800 -2.05658 0.2 -0.3 0.1
N -0.52162 0.73592 -1.34635 -0.9 0.3 0.3
C -0.32008 2.01294 -1.70278 0.2 0.0 0.1
H -2.58386 2.29658 -4.19083 0.1 0.0 -0.1
H -2.80592 -0.12873 -3.63696 0.0 0.0 0.0
H -1.45402 -1.05341 -1.76109 -0.1 0.0 0.0
H 0.42094 2.57369 -1.14705 -0.1 0.0 0.1
C -5.06000 1.23805 2.90090 0.0 0.0 0.0
N -4.32938 1.23244 1.63592 0.0 0.2 -0.2
C -4.19931 2.54180 1.00158 0.1 -0.1 0.0
C -3.57032 0.22137 1.22702 -0.1 0.1 0.3
O -2.62263 0.46128 0.36116 0.4 0.0 0.2
N -3.83281 -1.02788 1.63116 0.0 -0.1 -0.4
C -2.87447 -2.11091 1.45251 -0.1 0.0 -0.1
C -5.18767 -1.50503 1.91141 0.0 0.0 0.0
H -4.89467 2.20523 3.37221 0.1 0.0 0.0
H -4.67592 0.46771 3.56337 0.0 0.0 0.0
H -6.13233 1.10975 2.75503 0.0 0.0 0.0
H -5.19198 2.96575 0.85818 0.0 0.0 0.0
H -3.71321 2.43815 0.03805 0.0 0.0 0.0
H -3.60951 3.21006 1.63193 0.0 0.0 0.0
H -1.86937 -1.73027 1.32534 0.0 0.0 0.1
H -3.12742 -2.72252 0.58343 0.0 0.0 0.0
H -2.90292 -2.74586 2.33747 0.1 0.0 0.0
H -5.92250 -0.74896 1.66173 0.0 0.0 0.0
H -5.29748 -1.80198 2.95411 0.0 0.0 0.0
H -5.37269 -2.37616 1.28199 0.0 0.0 0.0

70
Properties=species:S:1:pos:R:3:forces:R:3 method="wB97M-V/def2-TZVPD" lumo_energy_ev=-0.3 relative_energy_kj_mol=131.2 homo_lumo_gap_ha=0.3174 max_force_ev_per_a=2.00
Be -0.19220 0.00062 0.14058 -0.2 0.7 0.2
O -0.08116 -0.11506 -1.48482 -0.5 -0.2 0.4
S 1.37388 0.31658 -1.31204 1.8 -0.4 -0.9
O 2.25948 -0.62184 -1.96204 -0.1 0.0 0.1
O 1.46644 0.16237 0.21423 -0.5 -0.6 0.0
O 1.53722 1.69737 -1.68354 0.0 0.3 -0.2
O -1.21274 -0.69840 0.99051 -0.6 -1.5 0.5
C -1.91848 -1.72170 1.41830 0.0 0.8 0.3
C -1.57941 -2.21463 2.82970 0.2 0.3 -0.3
C -1.71976 -1.06897 3.83797 -0.2 -0.2 -0.1
C -3.08156 -0.35780 3.84574 0.2 0.2 -0.1
C -3.26269 0.59298 2.65254 -0.2 -0.2 0.0
C -3.74303 -0.10902 1.36498 0.2 0.1 0.2
N -3.33329 -1.49996 1.25364 0.2 -0.2 0.0
H -0.54856 -2.56807 2.83128 0.0 -0.1 0.0
H -2.24939 -3.04406 3.07282 0.1 0.0 0.0
H -0.95226 -0.32573 3.61093 0.1 0.0 0.1
H -1.52396 -1.46815 4.83567 0.1 0.0 0.0
H -3.13575 0.23382 4.76253 -0.1 -0.1 0.0
H -3.89286 -1.09195 3.87920 -0.1 0.0 0.1
H -2.29748 1.06034 2.44992 0.0 0.1 0.0
H -3.97671 1.37902 2.91348 0.0 0.0 0.0
H -3.33704 0.41596 0.50174 -0.2 0.0 0.0
H -4.83212 -0.09828 1.30096 0.0 0.0 0.0
H -3.83769 -2.07026 1.91840 -0.1 0.0 -0.1
C -2.77141 4.15523 3.73908 0.0 0.2 0.0
C -2.98128 3.99333 2.24256 0.2 0.5 -0.2
S -2.64857 5.60356 1.48188 -0.3 -0.1 -0.4
O -3.73789 6.48364 1.81020 -0.3 -0.1 0.0
O -1.31434 6.00555 1.83469 0.2 0.0 0.0
C -2.69748 5.34310 -0.33387 0.4 -0.2 0.6
C -1.30181 5.08051 -0.90389 -0.3 0.2 0.1
N -0.69747 3.89289 -0.31357 0.2 0.2 0.0
C -1.15736 2.63148 -0.43223 0.0 -0.1 0.2
N -0.53154 1.81962 0.40833 -0.2 0.1 -0.2
C 0.38164 2.56598 1.07919 0.1 0.5 0.2
C 0.29880 3.85674 0.65039 -0.3 -0.7 0.1
N 1.14613 4.93848 1.03194 0.3 0.0 0.0
O 1.23876 5.90024 0.29182 0.0 0.0 0.0
O 1.77064 4.78494 2.06151 0.0 0.0 0.0
C -2.18917 2.17668 -1.39367 0.1 -0.1 -0.1
H -2.89997 3.20320 4.25133 0.0 0.0 0.0
H -3.48134 4.87673 4.14001 0.0 0.0 0.1
H -1.76525 4.52671 3.92779 0.0 -0.1 0.1
H -4.00931 3.73560 1.99422 0.0 0.0 -0.1
H -2.29044 3.26627 1.82104 0.0 0.0 -0.1
H -3.11421 6.26444 -0.73665 -0.1 0.0 0.0
H -3.38777 4.51786 -0.50480 -0.1 0.0 -0.1
H -0.65556 5.92240 -0.67123 0.0 -0.1 -0.1
H -1.34272 4.96588 -1.98850 0.0 0.0 0.1
H 1.06517 2.13186 1.78259 0.1 0.0 0.0
H -2.47810 2.96092 -2.08827 0.0 0.0 0.0
H -3.06998 1.79506 -0.87646 0.0 0.2 0.0
H -1.75150 1.33466 -1.93314 0.0 0.1 -0.1
C -2.14741 -4.67197 -1.51772 -0.4 0.0 -0.1
N -0.81666 -4.35318 -1.02593 0.2 0.0 -0.1
C 0.28428 -4.89689 -1.60977 -0.2 -0.1 0.1
C 1.52724 -4.60891 -1.18361 0.4 0.3 0.0
C 1.64695 -3.65969 -0.12796 -1.4 -0.6 0.1
N 0.54164 -3.15420 0.44688 0.6 0.5 0.1
C -0.64831 -3.45419 -0.00208 -0.4 -0.1 0.4
O -1.75928 -3.02462 0.51212 0.5 -0.2 -0.7
N 2.81462 -3.32686 0.42019 0.1 1.0 -0.3
H -2.13894 -5.65746 -1.97756 0.1 0.0 0.0
H -2.46593 -3.92974 -2.24958 0.0 0.0 0.0
H -2.85158 -4.66061 -0.69098 0.1 0.0 0.0
H 0.09069 -5.57408 -2.42976 0.0 0.0 0.0
H 2.39910 -5.01864 -1.66754 0.0 -0.1 0.0
H 3.63224 -3.51628 -0.13886 0.1 0.1 0.1
H 2.76590 -2.37315 0.78538 0.3 -0.3 0.2

no.,HOMO energy (eV)
1,-10.9
2,-8.9